A 3-piece molecular cluster, C36H28INO11S2 overall. Source: the Open Molecules 2025 dataset; level of theory: ωB97M-V/def2-TZVPD.

Results
SMILES   C[C@@H](O)CO[C@H]1[C@H](O)[C@@](S)(N=C=O)[C@@H](I)OS1(=O)=O.O=C1c2ccccc2C(=O)c2ccccc21.O=C1c2ccccc2C(=O)c2ccccc21
Gap between HOMO and LUMO   8.516 eV
Max |F|   2.865 eV/A
LUMO   -1.23 eV
Total charge   0

Last column: Löwdin charge in e.
Atoms and positions in Å:
C (0.13395, 4.41367, 3.55604)  -0.658
O (0.57838, 2.33035, 2.33634)  -0.071
C (3.17566, -4.68646, -7.95991)  -0.057
O (1.49646, -4.00720, -3.30986)  0.100
C (5.38778, 6.09250, 4.16748)  -0.028
H (-1.33910, 5.29214, 2.25716)  0.055
C (-5.77086, -3.27530, 1.15956)  -0.001
H (-5.73152, -0.63352, 3.97632)  0.121
H (4.82700, 3.15557, 2.50899)  0.134
C (-6.88194, -2.12460, 2.95560)  -0.055
O (2.58602, 6.33590, 1.43567)  -0.271
O (-3.39415, 0.10401, 3.52809)  0.098
I (-0.09672, 7.48786, 3.03406)  0.976
H (4.84467, 3.36834, 4.27065)  0.141
O (-0.74087, 5.51768, 6.62412)  0.188
C (-5.74298, -1.37274, 3.18742)  0.000
C (-3.31698, -3.85098, -4.59875)  -0.048
C (-0.42060, -4.22313, -6.96546)  -0.278
H (1.47486, 2.84651, 4.07899)  0.163
H (5.62792, 5.35886, 2.12802)  0.149
H (4.44174, 6.58452, 3.95490)  0.083
C (-4.61392, -1.56403, 2.40180)  -0.082
C (4.63241, 3.86208, 3.32083)  -0.130
C (-0.27764, 5.40876, 2.41918)  -0.706
H (0.86028, 0.35916, 1.26719)  0.094
H (-7.79233, -3.65161, 1.75132)  0.108
C (1.79771, -4.57379, -8.02962)  -0.002
C (-2.58137, -3.96900, -5.76619)  -0.002
C (-1.29528, -3.90781, -3.30343)  0.003
C (5.65143, 5.00296, 3.15974)  -0.410
C (-1.19737, -4.06278, -5.70676)  -0.085
C (-2.67630, -3.82593, -3.36225)  -0.039
C (-0.11087, 5.15606, 5.71786)  -0.418
C (1.16003, 3.31686, 3.15084)  -0.322
H (-1.13120, 0.67107, 2.67963)  0.083
H (6.15494, 6.86182, 4.14363)  0.087
H (0.32365, 2.71166, 1.48674)  0.113
C (0.02190, -1.28723, 0.17599)  -0.033
C (0.93215, -4.09020, -4.38254)  -0.276
O (0.33508, 5.15850, 1.16050)  -0.257
C (-1.08547, -2.10026, 0.00006)  0.010
C (0.00244, -0.28068, 1.13673)  -0.048
C (1.70903, -4.27139, -5.63942)  -0.083
S (1.95698, 5.08879, 1.18878)  0.649
H (-0.79149, -3.89020, -2.35162)  0.095
O (-3.42840, -3.64543, -0.29434)  0.084
C (-2.21705, -1.91666, 0.78058)  -0.072
H (7.10085, 3.72356, 2.89482)  0.086
C (1.05970, -4.36030, -6.87266)  -0.082
H (-5.78341, -4.01388, 0.37007)  0.120
C (-4.62290, -2.52775, 1.39056)  -0.080
C (-2.22630, -0.92168, 1.76221)  -0.074
S (-1.43976, 3.51057, 4.00866)  0.903
H (1.29358, -4.65513, -8.98266)  0.120
H (-3.25697, -3.74359, -2.45105)  0.083
C (-3.41533, -2.77079, 0.55357)  -0.255
H (0.90006, -1.43396, -0.43966)  0.113
H (3.74812, -4.85963, -8.86168)  0.107
C (-0.55103, -4.02020, -4.47001)  -0.080
C (3.09332, -4.36860, -5.57709)  -0.003
H (5.36852, 5.67411, 5.17207)  0.092
C (-6.89810, -3.07131, 1.93670)  -0.055
C (3.82433, -4.57491, -6.73424)  -0.058
C (2.44259, 3.82152, 2.45879)  -0.286
H (-0.94605, 2.34828, 4.48556)  -0.077
H (-4.39580, -3.78169, -4.64858)  0.108
H (4.90232, -4.65456, -6.68328)  0.107
C (-3.40958, -0.72517, 2.64011)  -0.273
O (3.33662, 4.44097, 3.28588)  -0.095
N (0.66640, 5.08915, 4.77042)  0.074
H (-3.08214, -3.99230, -6.72428)  0.120
C (-1.11791, -0.10491, 1.93074)  0.003
O (2.34013, 4.55682, -0.07610)  -0.254
H (2.83562, 2.99854, 1.86621)  0.146
H (-1.07185, -2.87501, -0.74549)  0.088
H (3.59663, -4.28708, -4.62364)  0.120
O (6.97058, 4.52277, 3.40977)  -0.030
H (-7.76189, -1.97155, 3.56639)  0.108
O (-0.97843, -4.24701, -8.04282)  0.106

Atoms 1-2, force components in eV/Å:
0.21 -0.79 1.09
0.26 0.05 0.01


C36H28N9OsPS2 as an isolated structure. Source: the Open Molecules 2025 dataset; level of theory: ωB97M-V/def2-TZVPD.

Results
Expectation value of S²   6.040
Gap between HOMO and LUMO (spin up / spin down)   5.395 / 2.971 eV
Max |F|   0.329 eV/A
ΔE to the lowest compared entry with this formula, charge and spin   0.293 eV
LUMO (spin up / spin down)   -6.54 / -10.13 eV
Total charge   +2
Multiplicity   5

Last column: Löwdin charge in e.
Atoms and positions in Å:
C (4.05557, -0.85977, -2.79654)  -0.059
H (-2.27925, 1.91118, -2.01168)  0.098
H (-1.44538, 4.41908, -2.74989)  0.133
H (0.42571, -5.25037, -0.19372)  0.125
C (-1.41248, 2.18182, 1.45876)  -0.641
H (0.00833, -5.54286, 2.23159)  0.128
C (1.17389, 6.16971, -5.45557)  -0.163
H (-0.46270, 3.82863, 2.45401)  0.124
C (0.09730, -3.13348, -0.12630)  -0.352
C (-2.37641, -1.32754, -3.46942)  -0.091
C (2.83849, -1.30465, -2.30402)  -0.090
C (2.66021, 4.01993, -6.41308)  -0.014
H (3.23540, 3.20951, -6.84079)  0.127
H (2.49502, 5.03604, -8.30820)  0.139
C (-1.04852, -1.73325, -3.59506)  -0.359
H (0.40293, -2.72794, -4.84696)  0.113
C (-2.45986, 4.31903, 1.86314)  -0.171
N (-0.23273, 1.68213, -1.39017)  -0.113
P (0.06786, -1.45076, -2.21979)  0.857
N (0.44846, 3.65749, -2.01713)  -0.006
C (0.82207, 2.47651, -1.45634)  -0.340
C (-3.64102, 3.84839, 1.26100)  -0.168
C (-0.43581, -2.22433, 1.94770)  -0.126
H (4.97293, -1.12150, -2.28538)  0.118
C (-0.37299, -3.44447, 2.55743)  -0.030
C (1.69430, -0.22272, -4.12898)  -0.097
C (-2.34508, 5.67937, 2.30816)  -0.164
C (-1.54118, -2.69829, -5.74302)  -0.056
C (1.26875, 4.84038, -2.09330)  -0.030
C (2.23487, 5.06610, -7.25754)  0.066
C (-0.90208, 3.59043, -2.32592)  -0.009
C (-1.36765, 3.47286, 1.97869)  -0.045
N (-5.68838, 5.39117, 0.93092)  0.204
C (-3.70062, 2.55330, 0.77939)  -0.047
C (-0.63115, -2.41700, -4.73870)  -0.092
H (2.81223, -1.90559, -1.40209)  0.108
N (1.16808, 5.46940, -3.40171)  0.025
H (2.30777, 4.58139, -1.90491)  0.147
C (-3.28297, -1.60765, -4.48229)  -0.054
C (-2.86564, -2.29296, -5.61370)  -0.049
H (0.77805, 0.00027, -4.66588)  0.110
H (-4.31519, -1.29852, -4.38378)  0.117
H (1.15459, 6.96596, -7.44686)  0.149
C (-2.58852, 1.71265, 0.84956)  -0.658
Os (-0.35446, -0.16914, -0.30811)  0.861
H (5.04934, 0.22615, -4.35773)  0.113
H (2.67215, 3.21047, -4.41937)  0.116
C (-4.77693, 4.71274, 1.09882)  -0.159
C (4.09668, -0.09736, -3.95785)  -0.068
H (-3.57479, -2.51708, -6.40012)  0.118
H (2.91351, 2.19722, -1.83280)  0.086
C (1.47051, 6.17280, -6.78181)  0.098
N (0.45756, 7.09342, -4.67241)  0.144
H (-2.69894, -0.80535, -2.57760)  0.047
N (-0.19640, -2.04612, 0.62182)  -0.127
C (2.36201, 4.01366, -5.07708)  0.080
N (0.30396, -2.95784, -1.48000)  -0.083
N (0.44207, 6.70728, -3.49336)  0.148
C (2.20383, 2.16939, -1.00115)  -0.010
H (-0.57233, -3.52640, 3.61559)  0.123
C (-1.30527, 2.36138, -1.94696)  -0.103
H (2.95552, 0.75626, -5.56040)  0.097
C (0.18334, -4.40543, 0.43653)  0.007
H (0.95163, 5.60458, -1.38554)  0.158
C (-0.05126, -4.56047, 1.78248)  -0.015
H (-0.68086, -1.32628, 2.49355)  0.077
N (-2.19668, 6.77154, 2.63272)  0.198
H (-1.22190, -3.23549, -6.62639)  0.116
H (2.53358, 2.85614, -0.22038)  0.101
C (1.65276, -0.99324, -2.96997)  -0.358
S (-2.67087, 0.11991, 0.10583)  0.627
H (0.44510, -3.79906, -2.01973)  0.130
C (2.91646, 0.21532, -4.62173)  -0.092
S (0.00569, 1.15978, 1.55663)  0.653
H (2.22029, 1.16493, -0.58750)  0.046
H (-4.61445, 2.19966, 0.31903)  0.128
C (1.60714, 5.12500, -4.59450)  -0.121

Atoms 1-2, force components in eV/Å:
0.01 0.00 0.00
-0.01 -0.01 0.00


C36H29Cl2N7PSZr as an isolated structure. Source: the Open Molecules 2025 dataset; level of theory: ωB97M-V/def2-TZVPD.

Results
Gap between HOMO and LUMO   6.587 eV
Max |F|   3.228 eV/A
ΔE to the lowest compared entry with this formula, charge and spin   0.387 eV
LUMO   -3.43 eV
Total charge   +1

Last column: Löwdin charge in e.
Atoms and positions in Å:
C (0.05539, -5.40217, -1.25886)  -0.004
C (3.58088, 0.60758, -0.66843)  -0.718
H (2.68285, -6.38798, 0.51602)  0.102
C (0.65908, -0.40064, 4.80969)  -0.631
N (4.87637, 2.40727, -1.16099)  0.009
C (-3.29086, -1.76005, 1.04643)  -0.083
H (-6.65929, -0.78085, 0.90128)  0.120
C (-5.61911, -1.02869, 0.62137)  -0.058
C (-1.78451, 2.16256, 1.14512)  -0.057
H (-0.27801, -1.31250, -5.78418)  0.127
C (-3.84846, -0.66229, -0.99503)  -0.096
C (-0.48731, -0.81786, -4.81172)  -0.087
H (-3.56899, -0.29968, -1.96913)  0.091
H (2.94910, 5.86290, 1.07639)  0.119
C (1.78064, -4.43016, 0.56863)  -0.134
C (-1.22783, 0.52213, -2.49000)  -0.117
N (0.89767, -3.57519, 0.01424)  -0.057
N (1.46141, 0.97740, 0.03544)  -0.100
N (2.47775, 1.48837, -0.44807)  0.058
C (2.79216, 5.31588, -2.27181)  -0.064
H (2.42150, 5.73612, -3.17201)  0.094
N (1.04596, -1.08973, 2.51313)  -0.269
H (1.01788, -7.28198, -1.12855)  0.122
C (3.58836, 4.12517, -2.29231)  -0.022
C (-0.91621, 3.68528, -0.57103)  -0.061
H (-1.30222, -1.69162, 7.21579)  0.110
C (0.57771, -1.32479, 3.78169)  -0.459
H (-0.30405, 0.77026, 1.73319)  0.058
H (-2.83062, 3.93321, 0.48436)  0.112
C (-5.17546, -0.47772, -0.59410)  -0.062
H (1.13656, 3.47772, -1.20132)  0.100
H (5.80299, 2.56900, -1.62458)  0.175
C (0.31654, 3.11480, -0.57922)  -0.017
C (-4.64855, -1.62532, 1.43996)  -0.063
C (-0.66839, 0.55058, -4.87078)  -0.062
C (-1.94631, 3.29960, 0.35466)  -0.043
H (-2.51177, 1.86527, 1.89671)  0.117
C (-0.82840, -2.61578, 5.30827)  -0.123
H (0.25563, 0.26213, 6.74891)  0.106
H (2.36646, -4.01175, 1.37680)  0.111
H (-1.07315, 4.57399, -1.10747)  0.094
Cl (-0.48613, -3.65378, 2.97031)  0.770
N (4.73533, 1.12384, -1.02807)  0.052
H (1.96783, 6.85272, -0.95562)  0.109
C (0.08353, -0.54844, 6.03636)  -0.127
C (3.75110, 4.18581, 0.10044)  -0.045
H (4.15621, 3.82492, 1.05739)  0.134
H (-4.87356, -2.13977, 2.41108)  0.123
C (-1.09004, -0.84262, -2.48807)  -0.360
C (-0.73375, -1.51198, -3.65500)  -0.085
H (3.74867, 3.66688, -3.26447)  0.120
H (-2.58693, -2.30855, 1.66838)  0.061
Cl (1.54760, 1.06624, 4.61542)  0.693
H (-0.57209, -2.58545, -3.75583)  0.108
H (-1.52319, -3.40223, 5.58310)  0.107
C (-0.15483, -2.45312, 4.09771)  -0.648
P (-1.22874, -1.62261, -0.84296)  0.989
C (3.07628, 5.38032, 0.09812)  -0.083
C (-0.03526, -4.08123, -0.80587)  -0.365
H (-0.60630, -5.68913, -2.01498)  0.102
C (3.98301, 3.57117, -1.10902)  -0.274
H (-0.59244, 1.07460, -5.84039)  0.122
Zr (1.13756, -1.24446, 0.66365)  1.204
C (1.01019, -6.26151, -0.79318)  -0.031
C (2.55007, 5.94717, -1.06251)  -0.084
S (3.34803, -1.16896, -0.52408)  0.489
C (-1.00253, 1.22634, -3.69515)  -0.040
H (-1.81881, -3.67126, -1.74893)  0.128
H (-5.86528, 0.07528, -1.26097)  0.120
C (-2.87267, -1.24729, -0.19255)  -0.357
H (-1.18233, 2.26644, -3.64844)  0.093
H (-1.55436, 1.07757, -1.62111)  0.088
C (0.41369, 1.92811, 0.12897)  -0.267
C (-0.56010, 1.51340, 1.02371)  -0.076
C (1.89647, -5.77479, 0.16182)  -0.026
N (-1.08397, -3.27128, -1.17953)  -0.109
C (-0.75564, -1.63279, 6.28175)  -0.075

Atoms 1-2, force components in eV/Å:
-0.04 0.81 0.28
-0.92 0.46 0.28


C36H29Cl5N3O4P2V as an isolated structure. Source: the Open Molecules 2025 dataset; level of theory: ωB97M-V/def2-TZVPD.

Results
Gap between HOMO and LUMO (spin up / spin down)   6.596 / 6.562 eV
Max |F|   0.916 eV/A
LUMO (spin up / spin down)   -7.76 / -7.79 eV
Total charge   +2

Last column: Löwdin charge in e.
Atoms and positions in Å:
C (-0.23440, 3.08934, -1.91447)  -0.130
H (0.28993, 1.44516, 6.32306)  0.139
C (3.07721, -1.70846, -1.97659)  -0.112
C (-0.23589, 4.07357, -2.88638)  -0.044
Cl (5.34424, 3.29712, -0.15848)  0.775
C (-1.38454, -2.32815, 2.15165)  -0.494
C (-5.17471, 1.30572, 0.39262)  -0.042
H (-3.45059, 2.53840, 0.11498)  0.120
C (3.14651, 0.14974, 0.93660)  -0.636
C (4.22340, 0.94641, 0.55659)  -0.685
C (-1.21044, 1.39129, 3.47848)  -0.506
O (-2.17772, -3.15538, 1.86434)  0.195
H (-1.02983, -0.75834, -2.57022)  0.109
C (1.86136, 0.67350, 1.10543)  -0.285
Cl (5.77909, 0.27100, 0.34752)  0.767
C (1.75015, 2.04343, 0.94495)  -0.614
C (-0.21801, -2.34597, 3.11375)  -0.078
H (3.31063, 1.84457, -3.47171)  0.119
H (-0.11279, -5.16136, -3.70145)  0.121
C (0.35321, -3.02719, -1.11517)  -0.347
C (-1.29216, 4.16922, -3.78526)  -0.033
O (-1.39032, -1.08300, 1.55584)  -0.207
N (-0.72713, -0.52526, -1.62989)  -0.305
H (-0.54187, -1.89630, 4.05382)  0.149
C (2.02270, -0.81062, -1.80798)  -0.361
H (-3.17210, 3.33916, -4.40308)  0.121
H (0.31626, -2.78156, -3.26342)  0.117
H (0.61251, 3.03610, -1.25024)  0.038
C (2.78704, 2.88597, 0.55032)  -0.698
N (0.82379, -1.52636, 2.50509)  -0.026
C (-3.85327, 1.53435, 0.05999)  -0.088
H (1.41657, -2.07964, 1.89912)  0.004
H (5.19192, 0.25808, -3.73512)  0.122
C (3.25075, 0.85361, -3.04116)  -0.048
C (-5.69905, 0.01976, 0.31522)  -0.033
H (0.79058, 2.79655, 5.32573)  0.142
H (-2.95261, -1.66524, -0.70734)  0.103
Cl (2.52736, 4.56305, 0.34817)  0.772
C (0.29362, -3.93764, -0.06572)  -0.080
H (-5.31987, -2.04288, -0.14194)  0.120
C (0.07307, -5.28287, -0.32010)  -0.036
C (2.11374, 0.47030, -2.35305)  -0.081
V (-0.07857, 0.11172, 1.42746)  0.785
H (-6.73613, -0.15132, 0.57068)  0.120
P (0.57473, -1.27621, -0.85314)  1.020
C (-0.08678, -5.71447, -1.62830)  -0.033
H (-0.26328, -6.76193, -1.83157)  0.123
O (1.93371, 0.38198, 4.36209)  0.105
H (5.02340, -2.02342, -2.80558)  0.122
H (0.10980, -3.36652, 3.31209)  0.152
H (-5.79934, 2.12918, 0.70943)  0.119
C (-1.29655, 2.19278, -1.81920)  -0.333
P (-1.35495, 0.74453, -0.74973)  0.971
C (0.21259, 1.87085, 5.32407)  -0.034
C (4.30402, -0.04061, -3.19406)  -0.043
C (-4.90481, -1.04619, -0.08653)  -0.041
H (0.59084, 4.76918, -2.93833)  0.118
C (-2.34678, 3.27306, -3.70778)  -0.041
C (0.22140, -3.47285, -2.43312)  -0.079
H (-1.96746, 1.58647, 5.45958)  0.143
C (4.21172, -1.32167, -2.67090)  -0.053
O (-2.01676, 1.39321, 2.55147)  0.031
H (-3.20197, 1.61984, -2.67067)  0.113
C (-3.57740, -0.83192, -0.41272)  -0.079
C (-2.35635, 2.29384, -2.72695)  -0.073
H (3.01285, -2.71129, -1.57338)  0.106
Cl (0.18441, 2.76989, 1.27268)  0.880
C (-1.22455, 2.06925, 4.82225)  -0.033
C (0.85258, 0.92758, 4.32063)  -0.430
C (-3.05737, 0.46330, -0.35269)  -0.380
C (4.04065, 2.31909, 0.33999)  -0.689
Cl (3.48727, -1.52769, 1.18637)  0.822
C (-0.00734, -4.81301, -2.68317)  -0.041
H (1.44260, -1.09112, 3.20130)  0.079
H (0.43335, -3.61514, 0.95810)  0.078
H (-1.52938, 3.10845, 4.70806)  0.139
N (-0.03630, 0.74034, 3.27783)  -0.030
H (-1.29243, 4.94270, -4.54090)  0.122
H (1.29480, 1.16672, -2.26776)  0.073
H (0.02544, -5.98776, 0.49793)  0.122

Atoms 1-2, force components in eV/Å:
0.13 0.02 -0.05
-0.02 0.01 -0.01